Entry 1:
22
Properties=species:S:1:pos:R:3:forces:R:3 method="wB97M-V/def2-TZVPD" e_tot_ha=-1163.26319 smiles="O=[P@@]([O-])(O)[C@@]1(O)O[C@@H](CO)[C@H]([O-])[C@H]1F" homo_lumo_gap_ev=6.6 charge=-2 e_above_lowest_kcal_mol=6.1 homo_ev=-0.87
C -1.117853 -0.742951 0.325744 3.409 -0.487 0.927
C -1.360396 0.742601 0.526802 -5.037 0.972 3.621
C 0.436622 -0.633473 -0.061261 -0.071 1.175 -1.234
C -0.461902 1.482641 -0.335111 -0.231 -0.789 -3.088
C 1.514855 -1.130768 0.872241 -0.615 1.903 -1.660
O 1.050473 3.639031 0.509315 -0.127 -0.245 0.534
O 0.262870 3.538257 -1.817785 0.178 0.087 0.190
O -1.520988 3.972585 -0.017619 1.251 -0.926 0.022
O 0.693281 0.779595 -0.324765 0.899 -0.011 0.203
O -1.764746 -1.268366 -0.655601 -1.876 -1.158 -1.439
O -1.231920 1.252192 -1.860425 1.631 1.999 2.101
O 2.831790 -0.786606 0.383000 0.527 -1.163 1.464
F -1.089766 1.054405 1.943113 0.621 -0.062 -0.820
P -0.178364 3.295724 -0.250074 -1.028 2.114 -0.572
H -0.932869 -1.376762 1.288408 -1.394 0.879 -0.205
H -2.485068 1.125788 0.503836 2.405 -1.149 -0.663
H 0.462678 -1.045443 -1.062497 0.278 -0.804 -0.125
H 1.425597 -2.196897 0.862884 0.106 -0.759 0.587
H 1.234411 -0.627596 1.811290 0.865 -0.412 0.174
H -1.449549 0.327067 -1.874587 -0.365 -1.327 0.480
H -0.379172 3.080812 -2.361098 -0.379 -0.350 -0.307
H 2.892138 -0.233048 -0.388858 -1.047 0.514 -0.190

=====

Entry 2:
43
Properties=species:S:1:pos:R:3:forces:R:3 method="wB97M-V/def2-TZVPD" e_tot_ha=-1032.97738 smiles="N[C@@H](Cc1ccccc1)C(=O)N[C@@H](Cc1ccccc1)C(=O)O" homo_lumo_gap_ev=9.1 e_above_lowest_kcal_mol=146.3 homo_ev=-8.70
C -2.124939 0.872294 -0.118077 -0.388 0.996 -1.269
C -0.525568 0.844403 -0.032465 -2.447 -0.790 -1.809
C -2.776356 -0.416924 -0.646282 1.724 -2.621 -0.845
C -4.220421 -0.504830 -0.391387 -3.344 0.915 -0.477
C -4.509338 -1.109584 0.835380 -0.975 0.717 1.173
C -5.344366 0.036854 -1.277020 1.939 0.629 1.033
C -5.871371 -1.276221 1.245077 -3.221 -1.450 -0.516
C -6.672674 -0.245223 -0.925050 -0.320 -0.473 1.635
C -7.011442 -1.001004 0.335802 3.031 2.022 -1.851
C 1.531393 -0.297157 0.465906 -0.062 -1.334 0.051
C 1.772243 0.771740 1.592079 0.049 -0.580 0.141
C 2.460774 -0.374624 -0.789138 -3.906 2.272 -3.776
C 3.907076 -0.515886 -0.733800 0.540 2.367 -1.022
C 4.424196 -1.712136 -0.398679 1.699 -2.298 -0.053
C 4.709480 0.614566 -1.118518 2.253 0.635 0.291
C 5.806079 -1.886477 -0.231677 1.787 -0.014 2.503
C 6.189818 0.515454 -0.759361 -2.995 -1.276 0.361
C 6.672647 -0.783958 -0.209037 0.612 3.567 -2.367
H -3.378107 2.628174 -0.609028 1.537 -1.590 -0.362
H -1.801224 2.590565 -1.051075 0.805 0.995 -0.434
H -2.528658 1.139867 0.852277 0.162 -0.642 0.567
H -2.571593 -0.795691 -1.725227 0.094 1.600 1.476
H -2.424434 -1.350367 -0.073470 0.115 1.477 -0.585
H -3.632515 -1.264032 1.617477 -2.044 -0.045 -1.834
H -5.064438 0.881650 -2.085940 -0.609 -2.544 1.708
H -6.169583 -1.841659 2.221204 0.908 1.307 -1.730
H -7.558943 0.186458 -1.509702 1.570 -0.754 0.754
H -8.131662 -1.071785 0.374858 1.465 -0.530 1.131
H -0.400840 -1.142586 0.570736 -0.279 0.252 0.011
H 1.726579 -1.300073 0.907229 -0.060 0.636 0.413
H 2.347273 0.592985 -1.441225 -0.464 -1.451 1.437
H 1.876472 -1.124558 -1.473376 1.453 0.812 1.286
H 3.758809 -2.586494 -0.468967 0.330 0.381 0.672
H 4.151025 1.558549 -1.757732 1.961 -2.705 2.383
H 6.291142 -2.755979 0.307664 -1.110 0.381 -1.346
H 6.843565 1.428238 -0.749045 -0.706 -1.177 -0.399
H 7.842105 -0.742920 -0.060048 -2.677 -0.787 0.143
H 3.508487 0.312329 1.391359 1.519 -0.524 -0.547
N -2.607918 2.011569 -1.027292 -0.625 -0.294 1.203
N 0.071021 -0.375949 0.119715 1.925 0.259 0.846
O 0.126991 1.789659 -0.366614 0.347 1.308 -0.117
O 0.850841 1.270158 2.162431 0.716 0.117 0.319
O 3.093595 0.942716 1.960751 -2.310 0.233 -0.199

=====

Entry 3:
74
Properties=species:S:1:pos:R:3:forces:R:3 method="wB97M-V/def2-TZVPD" e_tot_ha=-4983.81210 homo_lumo_gap_ev="4.5 / 5.9" charge=-1 spin_multiplicity=3 e_above_lowest_kcal_mol=44.0 homo_ev="-2.33 / -3.82"
Ti -1.400413 0.079751 -0.895178 -0.287 0.101 0.620
N -0.887845 2.109478 0.043152 0.001 -0.016 -0.167
C -1.143415 2.070616 1.479528 -0.106 -0.119 0.202
C -1.456072 3.444530 2.081545 -0.031 -0.057 -0.018
C -1.341539 3.552575 3.604752 -0.005 0.035 0.021
C -0.066679 2.949298 4.195505 -0.084 0.042 0.020
N 1.125390 3.312336 3.412684 0.112 0.015 0.200
C 1.787902 2.432369 2.653374 -0.044 0.021 -0.155
N 2.351476 2.832828 1.502418 0.056 0.057 0.306
N 1.927056 1.157769 2.998071 0.137 0.150 -0.193
C -2.188784 0.979139 1.863966 0.092 0.136 0.054
O -2.861198 1.189647 2.878673 -0.022 -0.125 0.019
O -2.161811 -0.071812 1.158205 0.051 0.004 -0.295
H 0.069352 2.351093 -0.185535 -0.020 0.087 0.031
H -1.509147 2.756454 -0.449897 0.024 0.025 0.034
H -0.245294 1.648891 1.936678 0.012 0.015 -0.113
H -2.478191 3.711930 1.808279 0.008 0.042 -0.073
H -0.810373 4.186601 1.593661 0.039 -0.016 0.019
H -2.184306 3.020946 4.043601 0.041 -0.013 0.037
H -1.420915 4.602214 3.906182 0.063 0.051 -0.048
H -0.150902 1.864003 4.202516 -0.042 -0.001 -0.067
H 0.070164 3.270484 5.228704 0.010 -0.006 0.005
H 1.158324 4.266223 3.089325 -0.052 0.014 -0.036
H 1.959225 3.638570 1.043276 -0.035 -0.015 -0.031
H 2.663839 2.078491 0.891047 -0.041 -0.114 -0.148
H 1.541909 0.841419 3.870197 -0.083 -0.030 -0.022
H 1.907321 0.516131 2.173638 0.020 -0.114 0.035
C -0.773992 -3.127502 -3.812631 0.081 -0.012 0.044
C -0.743238 -1.856398 -3.017517 0.019 -0.182 -0.269
N -0.989691 -1.847023 -1.742793 -0.226 0.090 0.099
O -1.307736 -3.118365 -1.221547 0.037 -0.056 0.023
C -0.505323 -0.594790 -3.642711 0.111 0.143 -0.047
C -0.096754 -0.419617 -5.073357 0.008 -0.042 0.021
N -0.658334 0.455224 -2.833626 -0.039 -0.048 -0.134
O -0.411656 1.638219 -3.268038 -0.032 0.090 0.049
H -0.318240 -3.944357 -3.256218 0.000 -0.003 0.010
H -0.257594 -3.005463 -4.761806 -0.007 0.010 -0.005
H -1.811853 -3.406254 -4.011787 -0.006 -0.012 0.019
H -1.731463 -2.899486 -0.383472 0.009 0.033 -0.017
H 0.939387 -0.724436 -5.257389 0.003 0.005 -0.005
H -0.176801 0.640907 -5.306588 0.005 0.010 0.008
H -0.734915 -0.982964 -5.759115 -0.003 -0.010 0.008
O -3.685040 -0.743846 -1.840324 -0.018 -0.064 -0.063
C -3.822441 0.445663 -2.125244 0.061 -0.018 -0.050
C -4.611060 1.013916 -3.297724 -0.021 -0.017 0.016
C -4.363470 2.516012 -3.173683 0.014 -0.004 0.028
C -3.402808 2.628441 -1.984207 -0.105 0.022 -0.053
O -2.934859 3.682806 -1.574990 0.003 0.015 0.016
N -3.173607 1.406977 -1.441935 0.232 -0.090 -0.011
H -5.658206 0.717401 -3.235948 -0.002 0.004 0.020
H -4.196205 0.585199 -4.210864 -0.018 -0.001 -0.005
H -5.262988 3.095104 -2.961246 -0.002 0.002 -0.004
H -3.881705 2.953579 -4.047353 0.008 0.003 0.006
C 4.173447 -5.286179 2.082766 -0.004 0.008 0.002
C 3.521657 -4.022610 1.585223 -0.014 -0.004 0.012
C 4.028443 -3.329071 0.495423 -0.010 0.009 -0.001
C 3.419910 -2.177383 0.007344 -0.001 -0.005 -0.035
C 4.012681 -1.488596 -1.189935 0.021 -0.002 0.007
C 2.261465 -1.685607 0.631301 -0.130 0.108 -0.037
Se 1.453019 -0.059799 -0.024026 0.259 -0.070 0.109
C 1.728731 -2.381133 1.728266 0.057 -0.010 -0.006
C 0.485814 -1.936666 2.454933 -0.032 -0.007 0.012
C 2.371422 -3.530250 2.182609 -0.014 -0.013 -0.006
H 5.153647 -5.428343 1.626303 0.000 0.002 0.001
H 3.565937 -6.162710 1.845006 0.002 -0.003 -0.002
H 4.305100 -5.266037 3.166519 0.000 -0.001 0.000
H 4.922241 -3.697413 0.000292 -0.002 0.000 0.000
H 4.855819 -2.058144 -1.584884 -0.008 -0.012 0.011
H 4.356789 -0.483758 -0.935800 -0.018 0.005 -0.007
H 3.263949 -1.363081 -1.973261 -0.008 0.012 -0.003
H -0.113028 -1.234284 1.880025 -0.037 -0.048 -0.063
H 0.741101 -1.450355 3.403606 0.008 -0.032 0.041
H -0.136210 -2.799079 2.702438 0.003 0.032 0.025
H 1.943601 -4.060445 3.029611 0.004 -0.008 0.002

=====

Entry 4:
58
Properties=species:S:1:pos:R:3:forces:R:3 method="wB97M-V/def2-TZVPD" e_tot_ha=-1355.09377 smiles="C[C@H](NC(=O)c1ccc2ccccc2c1)C(=O)N1CCC2(CC1)NCCc1[nH]cnc12" homo_lumo_gap_ev=8.8 e_above_lowest_kcal_mol=0.0 homo_ev=-8.50
C -0.699785 -4.641520 0.714259 -0.155 0.206 -0.159
H 0.152309 -5.118719 0.237161 0.062 -0.014 -0.086
H -0.481099 -4.467475 1.764635 0.003 -0.022 0.063
H -1.561566 -5.299544 0.651519 -0.064 -0.120 0.057
C -1.007301 -3.315935 0.018867 0.116 -0.449 0.126
N 0.165682 -2.463365 0.020635 -0.079 -0.132 0.160
C 0.898981 -2.239608 -1.092369 -0.047 -0.031 0.361
O 0.634970 -2.729665 -2.175218 -0.003 0.017 -0.288
C 2.060434 -1.324820 -0.888646 0.336 -0.013 0.190
C 2.841116 -1.371004 0.238822 -0.272 -0.062 -0.268
C 3.936046 -0.496063 0.394803 0.108 0.274 -0.213
C 4.751174 -0.516419 1.546750 0.147 0.056 0.112
C 5.794645 0.355980 1.679760 -0.110 -0.205 0.159
C 6.073380 1.287505 0.666953 -0.016 0.154 -0.236
C 5.304127 1.330654 -0.462244 0.168 0.090 0.098
C 4.219719 0.444996 -0.631093 -0.055 -0.224 0.269
C 3.410731 0.456487 -1.787960 -0.198 -0.102 -0.104
C 2.366605 -0.411969 -1.917889 0.110 0.121 -0.102
H 1.751227 -0.422198 -2.804616 -0.042 0.011 -0.088
H 3.639568 1.163527 -2.572869 -0.005 0.058 -0.084
H 5.517597 2.043472 -1.246358 0.034 0.066 -0.065
H 6.903472 1.968118 0.787804 0.052 0.061 -0.024
H 6.414071 0.334647 2.564338 0.023 -0.030 0.077
H 4.532667 -1.235642 2.323284 -0.007 -0.065 0.083
H 2.641431 -2.090952 1.020264 -0.047 -0.089 0.071
H 0.347101 -1.923266 0.851457 0.000 0.145 -0.138
C -2.168801 -2.607357 0.731099 0.133 -0.094 -0.215
O -2.540950 -2.965025 1.835906 0.074 -0.198 0.287
N -2.756490 -1.594951 0.065565 -0.208 0.277 0.036
C -2.309673 -1.073917 -1.211406 0.256 -0.105 -0.580
H -2.591086 -1.759713 -2.021367 0.085 0.093 0.021
C -2.908145 0.302516 -1.482766 0.084 0.020 0.250
H -3.964742 0.232274 -1.744714 -0.033 0.018 -0.029
H -2.379798 0.739809 -2.332832 -0.015 0.002 -0.030
C -2.781774 1.230702 -0.266667 -0.051 -0.101 0.007
C -1.344311 1.548227 0.042787 0.054 0.800 -0.051
C -0.880864 2.828899 0.182342 -0.388 -0.146 -0.153
N 0.441714 2.715189 0.517891 0.005 0.015 0.007
C 0.711382 1.386755 0.574699 0.208 0.016 0.038
N -0.335573 0.661266 0.298453 0.069 -0.430 0.152
H 1.679596 1.000808 0.819836 0.307 -0.034 0.041
H 1.082055 3.471555 0.693816 -0.016 -0.118 -0.004
C -1.694667 4.063279 0.057802 -0.144 -0.057 0.020
H -1.421118 4.800528 0.815923 -0.026 0.060 0.001
H -1.558141 4.523411 -0.927335 -0.036 0.073 0.058
C -3.160215 3.613588 0.232265 0.131 0.293 -0.017
N -3.506659 2.469319 -0.585097 -0.076 -0.067 -0.399
H -3.357395 2.703759 -1.561858 0.000 -0.034 0.006
H -3.326973 3.341343 1.277231 -0.023 0.092 0.021
H -3.840765 4.428257 -0.025771 0.036 -0.014 0.119
C -3.451641 0.567041 0.964392 0.016 -0.241 -0.031
C -3.849580 -0.880560 0.688286 -0.209 0.107 0.443
H -4.726789 -0.923703 0.035789 -0.008 -0.018 0.055
H -4.081976 -1.394427 1.622689 -0.065 0.074 -0.204
H -2.760146 0.587605 1.807515 -0.047 -0.041 0.058
H -4.341577 1.139219 1.226721 -0.001 0.029 0.039
H -1.224971 -0.970948 -1.201593 -0.190 -0.091 -0.075
H -1.257201 -3.501991 -1.031674 0.018 0.117 0.156

=====

Entry 5:
19
Properties=species:S:1:pos:R:3:forces:R:3 method="wB97M-V/def2-TZVPD" e_tot_ha=-343.86355 homo_lumo_gap_ev="3.5 / 10.6" spin_multiplicity=2 e_above_lowest_kcal_mol=5.1 homo_ev="-2.82 / -10.15"
N -0.157217 0.443998 0.194003 -0.426 -1.024 -0.168
C 0.752984 -0.649938 0.710052 -0.671 0.483 -0.391
C -0.081324 -1.887520 1.047114 0.584 -0.014 -0.032
N -1.221704 -1.560854 1.869862 -0.669 -0.007 0.409
H 0.109678 0.657951 -0.770144 0.043 0.459 0.026
H -0.260350 1.331992 0.764110 0.414 -0.052 0.013
H -1.100193 0.044238 0.138144 -0.147 0.274 0.122
H 1.263829 -0.219683 1.562820 0.280 -0.192 0.116
H 1.412790 -0.880895 -0.126460 0.308 0.080 0.364
H 0.573562 -2.582771 1.573362 0.152 -0.181 -0.166
H -0.366758 -2.349649 0.096869 -0.159 -0.030 0.204
H -2.100161 -1.961397 1.562529 0.212 -0.023 -0.147
H -1.095756 -1.851932 2.833919 0.044 0.211 -0.175
H -0.415285 3.543482 -1.514302 -0.054 -0.028 0.024
H 0.330498 3.366731 -0.190192 0.031 -0.180 0.103
O 0.204109 2.944706 -1.067820 -0.006 0.134 -0.333
H 0.920828 -0.077686 -3.375354 -0.108 0.267 0.231
H 0.562796 1.316348 -2.752462 0.126 -0.020 -0.006
O 0.667665 0.372881 -2.556047 0.045 -0.156 -0.194

=====

Entry 6:
9
Properties=species:S:1:pos:R:3:forces:R:3 method="wB97M-V/def2-TZVPD" e_tot_ha=-1012.23758 smiles="FC(C=S)C=S" homo_lumo_gap_ev=7.5 e_above_lowest_kcal_mol=48.7 homo_ev=-9.14
C -0.616360 -0.759273 0.169204 -0.056 1.101 0.509
C 0.843612 -1.023322 -0.213189 0.242 0.877 -1.265
C -0.367015 0.681604 0.895382 0.272 1.835 0.149
H -1.586269 -0.873281 -0.553472 2.848 0.731 1.511
H 1.349588 -1.267300 0.753306 -0.022 -0.147 -1.061
H 0.579985 0.785833 1.707189 -2.735 -0.866 -2.241
F -0.775093 -1.664282 1.204765 -0.872 -0.287 0.368
S 1.608382 -0.680412 -1.620452 -0.840 -0.582 1.448
S -1.141437 2.114115 0.504310 1.163 -2.662 0.581